(1)
Molecular formula: C5H10O
Method: DFT, ωB97M-V/def2-TZVPD

XYZ file:
```
16
C5H10O ωB97M-V/def2-TZVPD
C 1.9450 -1.2232 0.2301
C 1.0676 -0.2708 -0.1812
C 1.2584 1.2432 -0.1287
O -0.0898 -0.8316 -0.7699
C -1.2765 -0.1503 -0.7259
C -1.9954 -0.2171 0.6144
H 1.7438 -2.2727 -0.1192
H 2.8151 -0.8945 0.7458
H 1.1064 1.8120 -1.0478
H 0.6772 1.7848 0.6079
H 2.3552 1.3437 0.2049
H -2.0374 -0.5328 -1.4747
H -1.1880 0.9020 -0.8307
H -2.1382 -1.2341 0.8970
H -2.9865 0.2340 0.6366
H -1.2569 0.3074 1.3412
```

## Properties
**HOMO level**: -8.59 eV
**SMILES string**: C=C(C)OCC
**Total charge**: 0
**E_tot**: -271.6857 Ha
**E_LUMO**: 0.992 eV
**HOMO-LUMO gap**: 9.5830 eV
**Energy above the lowest of the compared OMol25 structures with the same formula, charge and spin**: 42.0 kcal per mole

---

(2)
Molecular formula: C14H17N3O3S
Method: DFT, ωB97M-V/def2-TZVPD

XYZ file:
```
38
C14H17N3O3S ωB97M-V/def2-TZVPD
C 4.9886 0.0341 -1.0798
H 5.2372 0.5360 -2.1159
H 6.0688 -0.0244 -0.7259
H 4.5533 -0.9731 -1.3888
C 4.0589 0.6797 -0.4037
C 4.6133 2.1175 0.1288
H 5.5187 1.9363 0.7731
H 3.9847 2.8220 0.5772
H 4.8153 2.7808 -0.9329
C 3.7877 0.0505 1.0383
H 3.0758 0.9085 1.7332
H 4.5747 -0.0850 1.4445
O 3.0995 -1.3254 0.6953
C 1.7787 -0.9854 0.6635
O 1.0699 -0.0962 0.5547
N 1.1810 -2.3552 0.4931
C -0.0444 -2.7057 0.2077
N -0.6137 -3.7604 -0.0250
N -1.7886 -3.5730 -0.3331
C -2.4469 -2.4661 -0.0295
S -1.2965 -1.2517 0.1224
C -4.0021 -2.1724 -0.1387
O -4.3849 -1.1493 0.6086
C -4.2434 0.1036 0.4110
C -4.6510 1.1358 0.9410
C -4.4334 2.3439 0.9595
C -3.9066 2.6065 -0.1908
C -3.4175 2.0512 -1.1593
C -3.6606 0.4884 -0.8128
H -3.1693 -0.1902 -1.6051
H -2.9725 2.3541 -2.0829
H -3.8415 3.8271 -0.4810
H -4.8508 3.0561 1.7317
H -5.1338 0.4524 2.0556
H -4.4404 -3.2510 -0.0035
H -4.0800 -1.8545 -1.3100
H 1.8976 -3.1145 0.1661
H 3.0741 1.0489 -0.4868
```

## Properties
**HOMO level**: -7.93 eV
**Total charge**: 0
**E_tot**: -1331.2857 Ha
**E_LUMO**: 0.514 eV
**HOMO-LUMO gap**: 8.4477 eV
**Energy above the lowest of the compared OMol25 structures with the same formula, charge and spin**: 400.1 kcal per mole

---

(3)
Molecular formula: C3H5IN2S
Method: DFT, ωB97M-V/def2-TZVPD

XYZ file:
```
12
C3H5IN2S ωB97M-V/def2-TZVPD
C -0.7126 -1.2360 -0.0319
C 1.1919 0.1665 -0.0294
C 0.0034 1.1432 -0.0726
N 0.5834 -1.1282 0.1829
N -1.1200 0.3749 -0.5571
S -1.7808 -2.4132 0.0586
I -2.9628 0.9178 0.0972
H 1.7504 0.1824 -0.9733
H 1.8771 0.4069 0.7866
H -0.1701 1.5585 0.9250
H 0.1947 1.9746 -0.7603
H 1.1455 -1.9473 0.3744
```

## Properties
**HOMO level (alpha / beta)**: -5.81 / -8.75 eV
**2S+1**: 3
**Total charge**: 0
**E_tot**: -922.5511 Ha
**E_LUMO (alpha / beta)**: 0.628 / -2.476 eV
**HOMO-LUMO gap (alpha / beta)**: 6.4374 / 6.2767 eV
**Energy above the lowest of the compared OMol25 structures with the same formula, charge and spin**: 16.6 kcal per mole

---

Copy entry 3 word for word.
Molecular formula: C3H5IN2S
Method: DFT, ωB97M-V/def2-TZVPD

XYZ file:
```
12
C3H5IN2S ωB97M-V/def2-TZVPD
C -0.7126 -1.2360 -0.0319
C 1.1919 0.1665 -0.0294
C 0.0034 1.1432 -0.0726
N 0.5834 -1.1282 0.1829
N -1.1200 0.3749 -0.5571
S -1.7808 -2.4132 0.0586
I -2.9628 0.9178 0.0972
H 1.7504 0.1824 -0.9733
H 1.8771 0.4069 0.7866
H -0.1701 1.5585 0.9250
H 0.1947 1.9746 -0.7603
H 1.1455 -1.9473 0.3744
```

## Properties
**HOMO level (alpha / beta)**: -5.81 / -8.75 eV
**2S+1**: 3
**Total charge**: 0
**E_tot**: -922.5511 Ha
**E_LUMO (alpha / beta)**: 0.628 / -2.476 eV
**HOMO-LUMO gap (alpha / beta)**: 6.4374 / 6.2767 eV
**Energy above the lowest of the compared OMol25 structures with the same formula, charge and spin**: 16.6 kcal per mole